Computed, not measured: C5H8N2 in the gas phase, with the ωB97M-V functional and the def2-TZVPD basis.

```
15
Properties=species:S:1:pos:R:3:mulliken_charge:R:1
C 0.2069 -0.8628 -2.2798 -1.25
C 0.0497 -0.4010 -0.8595 0.72
C -1.1971 -0.3162 -0.2030 -0.48
N -1.0646 0.1123 1.0331 -0.11
C 0.3843 0.2752 1.2946 0.37
N 0.6204 1.4674 2.0748 -0.63
C 1.0818 0.0279 -0.0182 -0.93
H 1.2139 -0.6148 -2.6157 0.32
H 0.0898 -1.9469 -2.3817 0.27
H -0.5046 -0.3993 -2.9720 0.33
H -2.1848 -0.5551 -0.5986 0.40
H -1.8061 0.3067 1.6909 0.21
H 1.4292 1.3253 2.6696 0.29
H 0.8845 2.2222 1.4490 0.26
H 0.6649 -0.6009 1.8998 0.25
```

Properties
Lowest unoccupied orbital energy, hartree: 0.0115
Energy above the lowest of the compared OMol25 structures with the same formula, charge and spin, kcal/mol: 67.5
HOMO, eV: -7.76
2S+1: 1
E, eV: -8292.0683

Computed, not measured: a molecular structure, C40H47FeGeN7O4S2Si, with the ωB97M-V functional and the def2-TZVPD basis.

```
103
Properties=species:S:1:pos:R:3:lowdin_spin:R:1
Fe 0.1981 0.6691 -0.2829 3.09
N -3.2501 -1.3781 1.2556 0.00
C -2.1442 -0.6668 1.0163 -0.01
S -1.7047 -0.4634 -0.6816 -0.03
N -1.4823 -0.1786 2.0403 0.00
N -0.3859 0.4969 1.6176 0.01
C 0.3211 1.1744 2.4369 0.02
C 1.4560 1.9495 1.8931 0.01
C 2.2892 2.6864 2.7093 0.00
C 3.3345 3.4013 2.1386 0.00
C 3.5107 3.3600 0.7704 0.00
C 2.6311 2.6030 0.0105 0.01
N 1.6296 1.9103 0.5503 0.02
H -3.7502 -1.7954 0.4914 0.00
H -3.5680 -1.5103 2.1999 0.00
H 0.0860 1.1898 3.4978 0.00
H 2.1215 2.6907 3.7782 0.00
H 4.0052 3.9799 2.7595 0.00
H 4.3183 3.8921 0.2890 0.00
H 2.7326 2.5368 -1.0639 0.00
C -2.9692 -5.2212 -2.4168 0.00
C -2.8032 -4.9975 -1.0563 0.00
C -1.7549 -4.2021 -0.6081 0.00
C -0.8542 -3.6090 -1.4950 0.00
C -1.0439 -3.8479 -2.8574 0.00
C -2.0835 -4.6456 -3.3184 0.00
Si 0.5603 -2.4832 -0.8771 0.01
C 2.1226 -3.5488 -0.9834 0.01
C 2.7890 -3.7145 -2.2010 0.00
C 3.9743 -4.4312 -2.2891 0.00
C 4.5263 -4.9996 -1.1492 0.00
C 3.8860 -4.8458 0.0717 0.00
C 2.6982 -4.1293 0.1484 0.00
H -3.7797 -5.8449 -2.7726 0.00
H -3.4869 -5.4486 -0.3463 0.00
H -1.6313 -4.0377 0.4595 0.00
H -0.3648 -3.3986 -3.5776 0.00
H -2.2035 -4.8215 -4.3809 0.00
H 0.2151 -2.4855 0.5756 0.00
H 2.3740 -3.2709 -3.1017 0.00
H 4.4727 -4.5394 -3.2447 0.00
H 5.4508 -5.5596 -1.2135 0.00
H 4.3138 -5.2822 0.9664 0.00
H 2.2091 -4.0204 1.1117 0.00
O 0.1209 3.3034 -1.9487 -0.03
C -0.4090 3.4895 -0.7892 0.00
O -0.9534 2.5835 -0.1378 0.04
C -0.3046 4.8685 -0.2223 0.00
C 0.1163 5.9272 -1.0185 0.00
C 0.1817 7.2050 -0.4873 0.00
C -0.1596 7.3820 0.8395 0.00
C -0.5635 6.3429 1.6549 0.00
C -0.6387 5.0720 1.1104 0.00
N -0.0736 8.7470 1.4205 0.00
O 0.2514 9.6486 0.6797 0.00
O -0.3341 8.8682 2.5977 0.00
H 0.3862 5.7420 -2.0492 0.00
H 0.4889 8.0561 -1.0766 0.00
H -0.8150 6.5409 2.6862 0.00
H -0.9535 4.2268 1.7078 0.00
N 6.4290 -0.3771 2.1819 0.04
C 6.0294 -0.0655 0.9066 0.10
S 7.1144 0.6833 -0.1288 0.18
C 4.6713 -0.3454 0.5599 0.20
C 4.1903 -0.1841 -0.7759 0.05
C 2.8866 -0.3936 -1.0671 0.09
N 1.9323 -0.7378 -0.1312 0.18
C 2.3980 -0.9539 1.1408 0.09
C 3.6934 -0.7896 1.5067 0.05
H 7.4101 -0.2528 2.3637 0.00
H 5.9672 -1.1147 2.6851 0.00
H 4.8886 0.0909 -1.5537 0.00
H 2.5234 -0.3066 -2.0837 0.00
H 1.6569 -1.2873 1.8575 0.00
H 3.9542 -0.9851 2.5383 0.00
C -3.6341 1.8323 -5.8176 0.00
C -3.6200 0.6345 -4.8707 0.00
C -2.2728 0.4253 -4.1791 0.00
C -1.8553 1.6091 -3.2975 -0.02
Ge -0.0753 1.4218 -2.5351 -0.12
C 1.3481 1.3360 -3.8720 -0.03
C 1.0410 1.9119 -5.2612 -0.01
C 0.7157 3.4075 -5.2712 0.00
C 1.8661 4.2693 -4.7530 0.00
H -4.5357 1.8343 -6.4310 0.00
H -2.7730 1.8033 -6.4913 0.00
H -3.6055 2.7788 -5.2760 0.00
H -3.8595 -0.2700 -5.4350 0.00
H -4.3991 0.7534 -4.1119 0.00
H -1.5162 0.2385 -4.9478 0.00
H -2.3261 -0.4776 -3.5639 0.00
H -2.5482 1.7093 -2.4590 0.00
H -1.8664 2.5491 -3.8504 0.00
H 0.6639 -1.6482 -2.1244 0.00
H 1.5884 0.2720 -3.9574 0.00
H 2.2299 1.8219 -3.4462 0.00
H 0.2211 1.3540 -5.7166 0.00
H 1.9204 1.7495 -5.8929 0.00
H -0.1659 3.5949 -4.6548 0.00
H 0.4665 3.7032 -6.2923 0.00
H 2.0064 4.1326 -3.6792 0.00
H 1.6677 5.3284 -4.9248 0.00
H 2.8030 4.0179 -5.2555 0.00
```

Properties
Lowest unoccupied orbital energy (spin up / spin down), hartree: -0.0509 / -0.0466
Energy above the lowest of the compared OMol25 structures with the same formula, charge and spin, kcal/mol: 2.6
HOMO (spin up / spin down), eV: -5.63 / -7.57
2S+1: 5
E, eV: -181313.3925
Expectation value of S²: 6.244

Computed, not measured: a molecular structure, C8H12N2PTm, with the ωB97M-V functional and the def2-TZVPD basis.

```
24
Properties=species:S:1:pos:R:3:lowdin_spin:R:1
C -0.4768 0.3622 -1.9712 0.00
C -1.1806 1.6305 -1.9229 0.00
C -0.3393 2.7045 -1.6574 0.00
C 0.9227 2.1532 -1.5549 0.00
C 0.9037 0.6996 -1.7132 -0.01
Tm 0.1680 -0.8557 0.9658 1.49
P -0.0648 -3.3270 0.4613 0.31
H -0.7950 -0.5343 -2.5187 0.00
H -2.2288 1.8037 -2.1992 0.00
H -0.6459 3.6664 -1.2309 0.00
H 1.7395 0.0991 -2.0716 0.00
H 1.8067 2.7822 -1.4534 0.00
H 1.2066 -3.8712 -0.0923 0.06
H -1.2698 -3.8134 -0.2605 0.05
H -0.1724 -3.6430 1.9114 0.04
N 1.1941 2.1404 3.7893 0.00
C 1.0641 0.9152 4.4701 0.02
C 0.6916 -0.0308 3.5442 0.02
N 0.6390 0.6797 2.2927 0.00
C 0.9366 2.0095 2.5281 0.00
H 1.4729 3.0408 4.1923 0.00
H 1.2335 0.7717 5.4861 0.00
H 0.4593 -1.0833 3.6060 0.02
H 0.9201 2.7711 1.7311 0.00
```

Properties
Lowest unoccupied orbital energy (spin up / spin down), hartree: -0.0081 / -0.0043
Energy above the lowest of the compared OMol25 structures with the same formula, charge and spin, kcal/mol: 0.0
HOMO (spin up / spin down), eV: -4.04 / -5.99
2S+1: 3
E, eV: -50281.4103
Expectation value of S²: 2.119

Computed, not measured: a gas-phase ion, C4H13N2 (charge +2), with the ωB97M-V functional and the def2-TZVPD basis.

```
19
Properties=species:S:1:pos:R:3:lowdin_spin:R:1
C -1.6884 1.5040 0.1152 0.01
C -0.4372 0.7201 0.4166 0.01
C 0.1647 0.1817 -0.8745 0.08
C 1.5937 -0.4786 -0.9297 0.12
N 1.6589 -1.7878 -0.3648 0.71
N -0.8312 -0.4229 1.4291 0.00
H -2.3557 0.9383 -0.5270 0.00
H -2.2431 1.8437 0.9855 0.00
H -1.4655 2.3898 -0.4828 0.00
H 0.2626 1.3182 0.9922 0.00
H 0.2159 0.9803 -1.6174 0.00
H -0.5777 -0.4928 -1.3203 0.00
H 1.9303 -0.4944 -1.9605 0.02
H 2.3125 0.1711 -0.4191 0.02
H 1.8766 -2.5917 -0.9659 0.02
H 2.2127 -1.8746 0.4874 0.02
H -0.1205 -0.3618 2.1589 0.00
H -1.7323 -0.2101 1.8612 0.00
H -0.7763 -1.3324 1.0157 0.00
```

Properties
Lowest unoccupied orbital energy (spin up / spin down), hartree: -0.2779 / -0.4806
Energy above the lowest of the compared OMol25 structures with the same formula, charge and spin, kcal/mol: 13.0
HOMO (spin up / spin down), eV: -21.01 / -21.00
Net charge: +2
2S+1: 2
E, eV: -7319.4724
Expectation value of S²: 0.754

Computed, not measured: 2 unconnected molecules or ions with the total composition C4H4O2, with the ωB97M-V functional and the def2-TZVPD basis.

```
10
Properties=species:S:1:pos:R:3:mulliken_charge:R:1
C 0.7320 -0.1504 0.0230 0.13
C -0.4679 0.4441 0.0363 0.58
C 2.0044 -0.4643 0.0483 -0.44
C -1.5876 0.9619 0.1268 -0.50
O 2.9624 0.4681 0.0904 -0.44
O -3.9287 -0.3548 0.0704 -0.74
H 2.2680 -1.5190 -0.1370 0.28
H -2.5981 1.3588 0.0576 0.50
H 3.8820 0.0347 0.2013 0.37
H -3.2665 -0.7792 -0.5172 0.25
```

Properties
Lowest unoccupied orbital energy (spin up / spin down), hartree: -0.1085 / -0.1085
Energy above the lowest of the compared OMol25 structures with the same formula, charge and spin, kcal/mol: 177.8
HOMO (spin up / spin down), eV: -8.30 / -8.29
2S+1: 1
E, eV: -8299.3689

| no. | F_max (eV/Å) |
| --- | --- |
| 1 | 0.5 |
| 2 | 1.5 |
| 3 | 4.6 |
| 4 | 2.2 |
| 5 | 3.3 |